Record 1
{
  "formula": "C23H32InN4O5PS2",
  "method": "ωB97M-V/def2-TZVPD",
  "elements": ["In", "C", "C", "N", "C", "S", "N", "N", "C", "C", "C", "C", "C", "C", "C", "N", "H", "H", "H", "H", "H", "H", "H", "H", "H", "H", "H", "H", "H", "O", "C", "O", "C", "C", "C", "C", "C", "C", "S", "H", "H", "H", "H", "C", "C", "O", "P", "O", "C", "C", "O", "C", "C", "H", "H", "H", "H", "H", "H", "H", "H", "H", "H", "H", "H", "H", "H", "H"],
  "positions_angstrom": [[-0.98, 1.18, -1.00], [2.56, 6.28, -1.40], [2.55, 4.87, -1.97], [1.22, 4.45, -2.39], [0.36, 3.81, -1.60], [-1.16, 3.32, -2.33], [0.71, 3.66, -0.32], [-0.13, 2.81, 0.31], [-0.32, 2.83, 1.57], [0.37, 3.76, 2.51], [-1.40, 1.93, 2.04], [-1.75, 1.83, 3.38], [-2.82, 1.03, 3.74], [-3.53, 0.36, 2.76], [-3.13, 0.50, 1.45], [-2.09, 1.26, 1.10], [3.55, 6.53, -1.01], [1.84, 6.35, -0.58], [2.30, 7.02, -2.15], [2.91, 4.16, -1.24], [3.20, 4.80, -2.85], [0.95, 4.55, -3.35], [0.98, 4.46, 1.93], [1.03, 3.21, 3.19], [-0.34, 4.32, 3.12], [-1.18, 2.36, 4.13], [-3.10, 0.93, 4.78], [-4.38, -0.27, 3.01], [-3.63, -0.01, 0.64], [1.47, 1.02, -3.89], [0.89, 0.36, -3.05], [0.88, 0.63, -1.77], [0.26, -0.97, -3.43], [1.05, -1.78, -4.24], [0.64, -3.04, -4.64], [-0.61, -3.50, -4.25], [-1.42, -2.70, -3.46], [-1.01, -1.43, -3.03], [-2.26, -0.58, -2.07], [2.01, -1.39, -4.56], [1.28, -3.66, -5.26], [-0.96, -4.48, -4.56], [-2.40, -3.05, -3.17], [-2.23, -4.16, 1.44], [-1.85, -2.89, 0.73], [-0.72, -2.32, 1.40], [0.17, -1.16, 0.68], [1.26, -1.00, 1.87], [0.89, -0.69, 3.22], [1.65, -1.58, 4.16], [1.03, -1.93, -0.40], [1.75, -3.16, -0.19], [1.09, -4.27, -0.98], [-3.14, -4.58, 1.01], [-2.40, -3.97, 2.50], [-1.44, -4.91, 1.35], [-2.68, -2.18, 0.74], [-1.60, -3.07, -0.32], [-0.19, -0.82, 3.35], [1.13, 0.37, 3.39], [1.39, -2.62, 3.98], [1.41, -1.33, 5.20], [2.73, -1.46, 4.02], [1.79, -3.38, 0.88], [2.76, -2.98, -0.54], [0.12, -4.52, -0.57], [1.72, -5.16, -0.96], [0.96, -3.96, -2.02]],
  "total_energy_ha": -2818.8559,
  "spin_multiplicity": 1,
  "fmax_ev_per_a": 0.5
}

=====

Record 2
{
  "formula": "C2H2N2O2S",
  "method": "ωB97M-V/def2-TZVPD",
  "elements": ["C", "C", "N", "N", "O", "O", "S", "H", "H"],
  "positions_angstrom": [[-1.58, 0.06, 1.23], [0.69, -0.83, -0.01], [1.19, -0.29, -0.94], [0.42, -1.86, 0.76], [1.01, -2.12, 1.81], [-0.88, -2.34, 0.62], [-2.27, -1.34, 1.30], [-2.00, 1.08, 1.47], [1.82, -0.82, -1.64]],
  "total_energy_ha": -735.2897,
  "spin_multiplicity": 1,
  "fmax_ev_per_a": 4.3
}

=====

Record 3
{
  "formula": "BrIO2S2",
  "method": "ωB97M-V/def2-TZVPD",
  "elements": ["O", "O", "S", "S", "Br", "I"],
  "positions_angstrom": [[-1.50, 1.57, -0.37], [0.02, -0.40, 1.24], [0.86, -1.50, 0.65], [-0.22, 1.74, 0.28], [1.45, 1.14, -0.90], [-0.61, -2.55, -0.90]],
  "total_energy_ha": -3818.4952,
  "spin_multiplicity": 1,
  "fmax_ev_per_a": 1.3
}

=====

Record 4
{
  "formula": "C7H13NO3",
  "method": "ωB97M-V/def2-TZVPD",
  "elements": ["C", "C", "C", "C", "C", "C", "C", "N", "O", "O", "O", "H", "H", "H", "H", "H", "H", "H", "H", "H", "H", "H", "H", "H"],
  "positions_angstrom": [[3.89, 1.02, 0.44], [-0.09, 0.53, -1.10], [-0.62, 0.21, 0.30], [1.44, -0.65, -0.01], [2.24, -1.90, 0.13], [-3.79, 0.45, 0.15], [-1.79, -0.78, 0.29], [2.63, 1.06, 0.36], [0.87, -0.46, -1.21], [0.47, -0.40, 1.02], [-2.79, -0.27, -0.52], [4.45, 1.98, 0.75], [4.37, -0.02, 0.28], [-0.92, 0.58, -1.85], [0.46, 1.47, -1.07], [-0.91, 1.05, 0.89], [1.98, -2.31, -0.83], [1.76, -2.37, 0.97], [3.28, -1.76, 0.19], [-3.38, 1.04, 1.00], [-4.58, -0.30, 0.53], [-4.27, 1.10, -0.68], [-1.88, -1.17, 1.30], [-1.36, -1.53, -0.25]],
  "total_energy_ha": -554.8277,
  "spin_multiplicity": 1,
  "fmax_ev_per_a": 3.8
}